A structure of composition H2LiO. Source: the OMol25 dataset; level of theory: ωB97M-V with the def2-TZVPD basis set.

Results
Charge: +1
HOMO level: -18.90 eV
Energy relative to the best compared isomer or geometry (same formula, charge and spin): 3.96 kcal per mole
HOMO-LUMO gap: 13.9 eV
Total energy: -83.75766 a.u.
Lowest unoccupied orbital energy: -4.98 eV

Atoms and positions in Å:
O 0.012 0.040 -0.169
H -0.175 -0.922 -0.251
H -0.510 0.457 -0.892
Li 0.672 0.425 1.312

A cluster of 2 separate species, C5H8Cl2 in total. Source: the OMol25 dataset; level of theory: ωB97M-V with the def2-TZVPD basis set.

Results
HOMO level: -8.75 eV
Energy relative to the best compared isomer or geometry (same formula, charge and spin): 88.05 kcal per mole
HOMO-LUMO gap: 9.6 eV
Total energy: -1115.56476 a.u.
Lowest unoccupied orbital energy: 0.81 eV

Atoms and positions in Å:
C -0.350 0.692 0.904
C 0.427 1.349 -0.038
C -1.612 1.363 1.411
C 1.835 -0.925 -1.214
C 2.286 0.281 -0.519
Cl 0.365 2.731 -1.087
Cl 2.841 -0.120 1.087
H 0.137 -0.247 1.244
H -2.112 2.248 0.727
H -2.417 0.596 1.345
H -1.485 1.585 2.459
H 0.910 -1.402 -0.772
H 1.776 -0.884 -2.292
H 2.624 -1.702 -1.022
H 2.874 1.074 -0.964

A cluster of 2 separate species, C2H5N2OS2 in total. Source: the OMol25 dataset; level of theory: ωB97M-V with the def2-TZVPD basis set.

Results
Charge: +1
HOMO level (spin up / spin down): -11.33 / -13.81 eV
Energy relative to the best compared isomer or geometry (same formula, charge and spin): 18.43 kcal per mole
HOMO-LUMO gap (spin up / spin down): 7.0 / 6.9 eV
<S²>: 2.015
Total energy: -1059.90937 a.u.
2S+1: 3
Lowest unoccupied orbital energy (spin up / spin down): -4.36 / -6.87 eV

Atoms and positions in Å:
C 0.326 -0.769 -0.436
C -1.457 0.437 0.088
N 0.517 -1.682 0.440
N -1.026 1.641 0.483
O 1.409 -0.521 -1.137
S -2.549 -0.769 0.802
S -2.463 -0.066 -1.220
H -0.303 -1.626 1.017
H 1.273 -2.339 0.703
H -0.709 1.715 1.387
H -0.893 2.483 -0.060
H 1.458 0.415 -1.522

A structure of composition C41H40BF5LiN5. Source: the OMol25 dataset; level of theory: ωB97M-V with the def2-TZVPD basis set.

Results
Charge: -2
HOMO level: -2.10 eV
Energy relative to the best compared isomer or geometry (same formula, charge and spin): 25.37 kcal per mole
HOMO-LUMO gap: 5.9 eV
Total energy: -2392.11855 a.u.
Lowest unoccupied orbital energy: 3.77 eV

Atoms and positions in Å:
Li -0.264 -0.558 0.644
C 5.733 -0.218 0.853
C 5.193 0.930 1.460
C 3.925 0.884 2.087
C 3.223 -0.268 1.984
C 3.743 -1.388 1.361
C 5.026 -1.422 0.825
N 1.830 -0.395 2.423
N 1.537 0.249 3.396
C 0.134 0.200 3.693
C -0.342 1.177 4.587
C -1.701 1.033 4.974
C -2.449 0.088 4.299
C -1.939 -0.672 3.249
N -0.632 -0.603 2.981
H 6.696 -0.209 0.250
H 5.812 1.733 1.329
H 3.617 1.779 2.543
H 3.063 -2.233 1.272
H 5.468 -2.242 0.237
H 0.338 1.967 5.002
H -2.111 1.657 5.760
H -3.503 0.042 4.474
H -2.565 -1.244 2.607
C -4.822 -0.381 1.605
C -4.781 -1.266 0.344
C -4.283 -2.638 0.718
C -4.157 -0.365 -0.774
C -5.046 0.473 -1.373
C -4.708 1.385 -2.335
C -3.321 1.517 -2.634
C -2.373 0.733 -2.016
C -0.886 0.992 -2.359
C -0.423 2.414 -2.646
C -0.348 -0.049 -3.362
C -2.783 -0.264 -1.093
N -1.833 -1.171 -0.594
C -1.829 -2.391 -1.253
C -2.680 -2.734 -2.304
C -2.513 -3.897 -3.043
C -1.624 -4.905 -2.718
C -0.785 -4.686 -1.665
C -0.903 -3.482 -0.947
F 0.140 -3.205 -0.068
H -5.187 -0.936 2.653
H -5.564 0.400 1.388
H -3.768 0.200 1.709
H -5.805 -1.535 -0.005
H -3.244 -2.657 1.011
H -4.409 -3.342 -0.100
H -4.843 -2.870 1.579
H -6.105 0.369 -1.184
H -5.432 1.998 -2.833
H -2.841 2.342 -3.280
H -0.288 0.773 -1.448
H -0.725 2.861 -3.591
H 0.658 2.346 -2.659
H -0.684 3.213 -1.943
H -0.958 -0.048 -4.274
H -0.295 -1.026 -2.900
H 0.670 0.243 -3.525
H -3.349 -1.999 -2.765
H -3.186 -4.045 -3.903
H -1.584 -5.771 -3.340
H 0.030 -5.369 -1.435
C 4.602 1.752 -1.562
C 3.806 0.591 -1.732
C 2.562 0.518 -1.079
C 1.984 1.574 -0.243
C 2.773 2.739 -0.271
C 4.049 2.822 -0.864
N 0.742 1.288 0.322
C 0.106 2.244 1.091
C 0.625 3.303 1.912
C -0.239 4.113 2.598
C -1.623 3.917 2.657
C -2.126 2.889 1.898
C -1.310 2.127 1.096
H 5.622 1.838 -1.920
H 4.230 -0.314 -2.167
H 2.079 -0.420 -0.988
H 2.491 3.637 0.261
H 4.611 3.754 -0.696
H 1.685 3.432 2.029
H 0.219 4.956 3.101
H -2.242 4.575 3.290
H -3.247 2.679 1.891
H -1.777 1.440 0.403
F 6.869 -4.297 -3.670
B 7.509 -3.412 -2.819
F 6.743 -3.303 -1.628
F 8.767 -3.830 -2.420
F 7.525 -2.129 -3.418

A cluster of 11 separate species, C54H121O40P7 in total. Source: the OMol25 dataset; level of theory: ωB97M-V with the def2-TZVPD basis set.

Results
SMILES: CCOP(=O)(OCC)OCC.CCOP(=O)(OCC)OCC.CCOP(=O)(OCC)OCC.CCOP(=O)(OCC)OCC.CCOP(=O)(OCC)OCC.CCOP(=O)(OCC)OCC.CCOP(=O)(OCC)OCC.O=C1OCCO1.O=C1OCCO1.O=C1OCCO1.O=C1OCCO1
HOMO level: -9.84 eV
Energy relative to the best compared isomer or geometry (same formula, charge and spin): 0.00 kcal per mole
HOMO-LUMO gap: 10.1 eV
Total energy: -7529.99151 a.u.
Lowest unoccupied orbital energy: 0.22 eV

Atoms and positions in Å:
C 1.633 -7.220 -9.435
C 2.647 -6.094 -9.396
O 2.927 -5.781 -8.028
P 4.312 -5.004 -7.764
O 4.423 -3.740 -8.499
O 5.530 -5.997 -8.071
C 5.472 -7.410 -7.846
C 6.292 -7.649 -6.550
O 4.349 -4.792 -6.194
C 3.698 -3.671 -5.575
C 2.388 -4.163 -4.951
H 2.042 -8.127 -8.998
H 0.749 -6.825 -8.937
H 1.405 -7.404 -10.486
H 3.498 -6.307 -10.055
H 2.286 -5.196 -9.907
H 4.442 -7.667 -7.580
H 5.843 -8.046 -8.644
H 6.175 -6.914 -5.756
H 6.188 -8.683 -6.223
H 7.332 -7.437 -6.827
H 4.345 -3.315 -4.777
H 3.430 -2.861 -6.251
H 1.958 -3.382 -4.321
H 1.733 -4.494 -5.754
H 2.634 -4.952 -4.237
C 3.132 3.182 1.752
C 1.886 3.115 0.878
O 1.043 2.062 1.377
P 0.339 1.031 0.372
O -0.629 1.654 -0.532
O 1.601 0.406 -0.410
C 1.575 -0.821 -1.121
C 0.271 -1.255 -1.791
O -0.162 -0.137 1.341
C -1.209 0.166 2.305
C -2.614 -0.232 1.876
H 3.957 3.796 1.388
H 2.874 3.567 2.742
H 3.533 2.184 1.931
H 1.310 4.036 0.831
H 2.250 2.830 -0.113
H 2.390 -0.788 -1.844
H 1.782 -1.678 -0.469
H 0.573 -2.105 -2.402
H -0.425 -1.507 -0.994
H -0.138 -0.465 -2.424
H -0.878 -0.385 3.185
H -1.245 1.218 2.597
H -2.560 -1.254 1.494
H -3.343 -0.245 2.688
H -3.058 0.471 1.171
C 5.848 1.263 -2.044
C 4.536 1.683 -1.417
O 3.500 1.862 -2.367
P 3.287 3.216 -3.203
O 4.414 3.773 -3.982
O 2.069 2.816 -4.167
C 0.904 2.258 -3.524
C -0.199 2.059 -4.520
O 2.657 4.289 -2.202
C 3.486 5.346 -1.674
C 2.623 6.569 -1.414
H 6.730 1.705 -1.585
H 5.953 0.178 -2.108
H 5.853 1.535 -3.103
H 4.181 0.902 -0.740
H 4.702 2.579 -0.808
H 1.260 1.313 -3.101
H 0.637 2.845 -2.642
H -0.631 3.031 -4.766
H 0.239 1.699 -5.454
H -0.953 1.349 -4.189
H 3.902 4.975 -0.735
H 4.318 5.551 -2.345
H 2.236 6.484 -0.399
H 3.144 7.506 -1.615
H 1.764 6.694 -2.079
C 2.892 -1.603 3.432
C 3.304 -0.622 2.341
O 4.440 0.096 2.851
P 5.905 -0.431 2.509
O 6.021 -1.063 1.173
O 6.766 0.901 2.635
C 6.686 1.888 1.587
C 6.994 3.208 2.250
O 6.469 -1.270 3.730
C 7.202 -2.469 3.511
C 6.207 -3.649 3.655
H 2.080 -2.284 3.151
H 3.699 -2.250 3.769
H 2.445 -1.093 4.289
H 3.429 -1.167 1.406
H 2.427 0.006 2.199
H 7.398 1.615 0.805
H 5.700 1.862 1.117
H 6.190 3.454 2.943
H 7.950 3.205 2.770
H 7.030 3.989 1.485
H 7.658 -2.564 2.523
H 8.040 -2.542 4.202
H 5.853 -3.584 4.687
H 5.363 -3.502 2.986
H 6.661 -4.630 3.523
C 1.346 -8.889 1.230
C 1.419 -7.567 0.485
O 0.886 -6.591 1.384
P 0.464 -5.143 0.843
O 1.347 -4.485 -0.113
O 0.137 -4.339 2.162
C -0.705 -4.897 3.172
C -1.585 -3.797 3.766
O -0.961 -5.617 0.212
C -1.425 -5.097 -1.050
C -2.305 -3.892 -0.870
H 0.294 -9.153 1.332
H 1.847 -9.676 0.660
H 1.859 -8.877 2.190
H 2.451 -7.310 0.238
H 0.857 -7.634 -0.449
H -1.289 -5.726 2.763
H -0.128 -5.405 3.949
H -2.554 -3.758 3.268
H -1.696 -4.010 4.826
H -1.119 -2.826 3.597
H -0.611 -5.010 -1.769
H -2.054 -5.903 -1.439
H -1.842 -3.083 -0.296
H -2.404 -3.469 -1.872
H -3.257 -4.011 -0.355
C -6.292 -3.400 0.591
C -5.429 -2.835 1.712
O -5.841 -3.135 3.036
P -5.928 -1.927 4.078
O -6.570 -0.734 3.506
O -6.619 -2.617 5.347
C -8.041 -2.773 5.243
C -8.648 -3.727 6.280
O -4.413 -1.711 4.492
C -4.092 -0.919 5.637
C -3.534 -1.834 6.706
H -5.925 -3.079 -0.379
H -6.328 -4.491 0.613
H -7.282 -2.978 0.778
H -4.398 -3.191 1.612
H -5.411 -1.763 1.501
H -8.437 -1.769 5.421
H -8.405 -3.084 4.260
H -8.293 -4.731 6.044
H -8.188 -3.437 7.225
H -9.730 -3.692 6.216
H -3.310 -0.228 5.309
H -4.901 -0.278 5.996
H -3.172 -1.296 7.586
H -4.333 -2.485 7.067
H -2.675 -2.424 6.393
C -4.328 2.634 -0.489
C -4.671 3.884 -1.234
O -4.084 5.016 -0.517
P -4.274 6.458 -1.145
O -3.661 7.573 -0.401
O -3.745 6.337 -2.680
C -2.331 6.366 -2.832
C -1.465 5.413 -2.037
O -5.876 6.562 -1.260
C -6.563 7.222 -0.187
C -7.312 8.443 -0.696
H -4.695 1.753 -1.014
H -3.259 2.526 -0.304
H -4.811 2.684 0.492
H -4.250 3.940 -2.240
H -5.750 4.008 -1.335
H -2.137 6.233 -3.903
H -1.915 7.380 -2.756
H -0.459 5.442 -2.452
H -1.395 5.712 -0.990
H -1.929 4.426 -2.096
H -7.250 6.476 0.211
H -5.923 7.646 0.586
H -7.969 8.305 -1.549
H -7.862 8.954 0.100
H -6.522 9.188 -0.842
O -3.096 2.432 4.390
C -4.284 2.456 4.532
O -4.915 2.651 5.698
C -6.241 3.145 5.435
C -6.486 2.571 4.050
O -5.166 2.455 3.527
H -6.924 2.665 6.133
H -6.324 4.227 5.507
H -6.951 3.332 3.420
H -7.083 1.662 4.042
O -4.597 -0.723 -0.941
C -4.633 -1.154 -2.048
O -5.729 -1.604 -2.681
C -5.416 -2.124 -3.984
C -3.885 -2.217 -3.908
O -3.588 -1.269 -2.889
H -5.876 -3.066 -4.271
H -5.804 -1.345 -4.642
H -3.418 -1.843 -4.815
H -3.578 -3.216 -3.603
O 5.153 6.053 1.261
C 6.227 6.361 1.680
O 7.185 6.965 0.970
C 8.109 7.547 1.903
C 7.929 6.694 3.138
O 6.599 6.203 2.955
H 9.092 7.598 1.444
H 7.809 8.583 2.088
H 7.936 7.163 4.120
H 8.729 5.949 3.201
O -0.141 4.843 4.484
C -0.989 4.768 3.656
O -2.083 5.609 3.595
C -2.828 5.320 2.429
C -2.083 4.173 1.791
O -0.982 3.915 2.638
H -3.772 4.904 2.791
H -2.976 6.110 1.693
H -1.743 4.306 0.765
H -2.772 3.327 1.771